i | # C2H11NO3

A 4-piece molecular cluster, C2H11NO3 overall (ωB97M-V/def2-TZVPD, OMol25).

Summary:
Molecular weight in g mol⁻¹: 97.114
E_HOMO in eV: -10.2
Net charge: 0
Structure (SMILES): C=NC.O.O.O
Frontier orbital gap in eV: 10.656
Multiplicity: 1

Positions of all 17 atoms, in Å:
C -0.524 -0.725 -1.088
C 0.350 0.489 0.679
N 0.551 -0.472 -0.130
H -1.114 0.134 -1.427
H -0.048 -1.142 -1.986
H -1.216 -1.458 -0.672
H 0.970 0.394 1.572
H -0.434 1.237 0.592
H 0.972 -3.650 0.241
H 1.224 -2.475 -0.623
O 1.653 -3.258 -0.308
H -3.516 -0.493 2.729
H -2.540 0.583 2.202
O -2.580 -0.239 2.699
H 2.820 3.821 -1.614
H 1.518 3.197 -1.392
O 1.915 4.059 -1.474

---

ii | # C2H11NO3

A 3-piece molecular cluster, C2H11NO3 overall (ωB97M-V/def2-TZVPD, OMol25).

Summary:
Molecular weight in g mol⁻¹: 97.114
E_HOMO in eV: -9.0
Net charge: 0
Structure (SMILES): CNCO.O.O
Frontier orbital gap in eV: 9.406
Multiplicity: 1

Positions of all 17 atoms, in Å:
C -1.983 -0.178 -1.875
N -1.203 0.768 -1.116
C -1.103 0.369 0.247
O -2.353 0.194 0.968
H -3.001 -0.143 -1.461
H -1.488 -1.188 -2.012
H -2.156 0.076 -2.941
H -1.573 1.706 -1.327
H -0.620 -0.563 0.351
H -0.509 1.081 0.882
H -2.276 -0.600 1.563
H 3.045 -0.946 0.143
H 4.350 -1.188 -0.631
O 3.443 -0.867 -0.701
H 2.100 0.184 3.241
H 3.087 0.522 2.205
O 2.240 0.772 2.464

---

Q: What are the energies relative to the best structure? A: i 14.8; ii 0.0, in kJ/mol.

---

i | # C4H8O2P

An isolated ion of composition C4H8O2P and charge -1 (ωB97M-V/def2-TZVPD, OMol25).

Summary:
Molecular weight in g mol⁻¹: 119.080
E_HOMO in eV: -3.0
Net charge: -1
Frontier orbital gap in eV: 7.182
Multiplicity: 1

Positions of all 15 atoms, in Å:
C -0.406 -1.998 -0.076
C -1.376 -0.881 -0.375
C -1.167 0.441 0.384
C 0.147 1.094 -0.007
O 2.348 -0.010 1.256
O 2.454 0.299 -1.237
P 1.492 -0.233 0.050
H -0.349 -2.077 1.041
H -1.364 -0.665 -1.451
H -2.380 -1.265 -0.130
H -2.008 1.123 0.184
H -1.153 0.231 1.460
H 0.093 1.500 -1.017
H 0.411 1.896 0.688
H 3.256 0.543 -0.771

---

ii | # C4H8O2P

C4H8O2P as an isolated structure (ωB97M-V/def2-TZVPD, OMol25).

Summary:
Molecular weight in g mol⁻¹: 119.080
E_HOMO in eV: -2.6
Net charge: -1
Frontier orbital gap in eV: 6.634
Multiplicity: 1

Positions of all 15 atoms, in Å:
C -0.951 0.173 -2.260
C 1.535 -0.038 1.146
C -0.805 0.991 0.905
C 0.346 0.171 0.252
O -0.075 0.251 -3.051
O -1.982 0.684 -1.961
P -0.239 -1.036 -0.792
H 1.155 -0.625 1.974
H 2.408 -0.588 0.674
H 1.984 0.898 1.653
H -0.742 1.022 2.011
H -0.826 1.985 0.587
H -1.763 0.475 0.574
H -0.909 -2.608 -0.465
H 0.865 -1.755 -1.247

---

Q: What are the energies relative to the best structure? A: i 0.0; ii 90.0, in kJ/mol.

---

i | # C26H52O52S13

C26H52O52S13 as an isolated structure (ωB97M-V/def2-TZVPD, OMol25).

Summary:
Molecular weight in g mol⁻¹: 1613.521
E_HOMO in eV: -10.4
Net charge: 0
Frontier orbital gap in eV: 10.082
Multiplicity: 1

Positions of all 143 atoms, in Å:
C -5.827 22.542 13.527
C -6.091 22.893 14.985
O -5.565 24.248 15.148
S -4.711 24.813 13.871
O -3.350 24.269 13.977
O -4.894 26.255 13.638
O -5.681 23.827 13.031
H -6.561 21.995 12.935
H -4.896 21.977 13.469
H -5.547 22.127 15.537
H -7.151 22.881 15.240
C -2.661 20.949 10.220
C -2.179 21.850 11.284
O -2.927 23.065 11.286
S -3.947 23.065 9.988
O -3.198 23.636 8.884
O -5.263 23.641 10.223
O -3.933 21.444 9.891
H -2.691 19.957 10.671
H -2.272 20.739 9.224
H -1.156 22.183 11.108
H -2.338 21.555 12.322
C -0.675 22.648 15.381
C -1.073 21.211 15.057
O -0.258 20.937 13.836
S 1.213 21.505 14.063
O 1.888 22.083 12.914
O 2.026 20.584 14.910
O 0.691 22.793 15.000
H -0.787 22.942 16.425
H -1.234 23.305 14.716
H -2.135 21.091 14.842
H -0.698 20.483 15.776
C -11.276 17.861 17.494
C -10.608 16.906 16.466
O -9.821 17.653 15.629
S -10.292 19.208 15.550
O -11.558 19.239 14.782
O -9.250 20.114 15.126
O -10.656 19.044 17.194
H -11.053 17.674 18.544
H -12.327 17.993 17.236
H -11.305 16.388 15.808
H -9.767 16.327 16.849
C -8.111 22.706 8.532
C -9.428 23.246 7.945
O -10.271 22.241 8.553
S -9.505 20.778 8.742
O -9.804 19.855 7.652
O -9.696 20.181 10.124
O -8.017 21.294 8.597
H -7.906 22.972 9.569
H -7.276 23.129 7.974
H -9.551 23.194 6.863
H -9.612 24.275 8.254
C -10.075 22.083 12.680
C -11.309 22.894 12.560
O -10.770 24.196 12.224
S -9.029 24.304 12.330
O -8.549 24.479 13.723
O -8.318 25.089 11.294
O -9.073 22.768 11.881
H -10.066 21.042 12.360
H -9.699 21.956 13.695
H -11.828 23.020 13.510
H -12.032 22.596 11.800
C -6.878 18.839 16.995
C -7.156 18.867 18.528
O -6.002 19.501 19.071
S -4.691 19.728 18.041
O -3.389 19.168 18.466
O -4.675 21.113 17.543
O -5.433 18.725 16.886
H -7.273 19.720 16.489
H -7.262 17.935 16.523
H -7.374 17.840 18.822
H -8.088 19.329 18.852
C -10.905 17.094 10.784
C -10.254 16.399 9.584
O -9.572 15.259 10.031
S -9.106 15.431 11.601
O -7.685 15.690 11.749
O -9.650 14.386 12.465
O -9.929 16.870 11.866
H -11.831 16.563 11.004
H -10.940 18.178 10.680
H -9.573 17.067 9.059
H -10.936 16.087 8.793
C -2.973 14.245 8.199
C -1.878 15.288 7.927
O -1.657 15.823 9.176
S -3.003 16.100 10.036
O -3.530 17.446 9.871
O -2.964 15.547 11.387
O -3.820 15.088 8.984
H -2.590 13.372 8.728
H -3.608 13.947 7.364
H -2.217 16.097 7.279
H -1.044 14.678 7.580
C -6.352 18.379 7.981
C -6.645 18.549 6.535
O -5.527 19.228 5.977
S -4.607 19.962 7.068
O -4.577 21.379 6.924
O -3.337 19.204 7.241
O -5.609 19.533 8.315
H -5.748 17.481 8.108
H -7.254 18.247 8.579
H -7.477 19.253 6.498
H -6.993 17.610 6.104
C -6.193 19.701 11.375
C -7.255 19.286 12.463
O -6.547 18.878 13.599
S -4.869 18.995 13.377
O -4.274 17.760 12.878
O -4.172 19.653 14.475
O -5.066 20.083 12.132
H -6.477 20.623 10.868
H -6.018 18.791 10.800
H -7.840 18.427 12.133
H -8.058 19.980 12.709
C 0.110 17.612 13.650
C -1.331 17.739 13.319
O -1.343 18.649 12.271
S 0.102 18.769 11.406
O 0.368 20.101 10.894
O 0.214 17.570 10.492
O 0.894 18.447 12.824
H 0.447 16.580 13.553
H 0.310 17.907 14.680
H -1.855 18.226 14.142
H -1.854 16.824 13.040
C -4.195 15.518 15.691
C -5.655 15.808 15.341
O -6.309 15.467 16.595
S -5.406 15.181 17.893
O -5.408 13.716 18.121
O -5.822 16.093 19.009
O -4.169 15.731 17.047
H -3.579 16.292 15.234
H -3.832 14.561 15.314
H -6.183 15.271 14.553
H -5.919 16.866 15.308

---

ii | # C26H52O52S13

C26H52O52S13 as an isolated structure (ωB97M-V/def2-TZVPD, OMol25).

Summary:
Molecular weight in g mol⁻¹: 1613.521
E_HOMO in eV: -10.5
Net charge: 0
Frontier orbital gap in eV: 10.063
Multiplicity: 1

Positions of all 143 atoms, in Å:
C -11.433 -11.231 -2.283
C -11.354 -9.832 -2.921
O -10.452 -9.196 -2.030
S -9.218 -10.178 -1.731
O -8.782 -9.928 -0.416
O -8.289 -10.119 -2.800
O -10.119 -11.504 -1.799
H -11.714 -11.957 -3.042
H -12.125 -11.242 -1.442
H -12.379 -9.475 -2.848
H -10.981 -9.851 -3.941
C -6.348 -13.351 3.853
C -7.058 -13.720 5.147
O -6.320 -13.102 6.197
S -5.319 -11.982 5.711
O -4.057 -12.236 6.298
O -5.879 -10.684 5.813
O -5.283 -12.449 4.174
H -7.007 -12.994 3.070
H -5.836 -14.212 3.413
H -7.212 -14.774 5.377
H -8.086 -13.347 5.199
C -3.203 -15.673 -2.367
C -4.411 -15.929 -3.304
O -3.974 -16.830 -4.300
S -2.415 -16.568 -4.620
O -2.381 -15.648 -5.697
O -1.713 -17.783 -4.712
O -2.079 -15.952 -3.201
H -3.320 -16.389 -1.559
H -3.187 -14.626 -2.088
H -4.850 -15.008 -3.699
H -5.220 -16.413 -2.755
C -0.665 -11.113 3.530
C -0.683 -10.281 2.246
O 0.328 -9.303 2.410
S 1.250 -9.485 3.695
O 1.216 -8.312 4.486
O 2.511 -10.003 3.303
O 0.389 -10.647 4.379
H -0.423 -12.151 3.307
H -1.596 -11.133 4.095
H -1.649 -9.811 2.076
H -0.497 -10.965 1.418
C -9.581 -12.205 2.390
C -11.024 -11.763 2.311
O -11.477 -11.774 3.663
S -10.900 -13.083 4.361
O -11.645 -14.229 3.978
O -10.653 -12.801 5.715
O -9.550 -13.121 3.514
H -8.919 -11.396 2.688
H -9.173 -12.730 1.533
H -11.679 -12.447 1.757
H -11.188 -10.795 1.849
C -7.707 -19.098 -0.078
C -6.533 -18.615 -0.952
O -6.190 -17.316 -0.466
S -7.327 -16.744 0.509
O -8.351 -16.146 -0.268
O -6.780 -16.049 1.610
O -7.818 -18.180 0.991
H -7.641 -20.107 0.321
H -8.593 -19.143 -0.719
H -6.840 -18.498 -1.991
H -5.704 -19.320 -0.945
C -4.519 -6.058 4.126
C -3.239 -5.947 3.293
O -2.876 -7.302 2.906
S -4.033 -8.326 3.266
O -3.549 -9.495 3.890
O -4.976 -8.461 2.219
O -4.680 -7.422 4.444
H -5.351 -5.653 3.542
H -4.486 -5.421 5.008
H -2.426 -5.370 3.725
H -3.422 -5.512 2.308
C -2.593 -14.506 3.035
C -2.939 -15.751 2.185
O -3.010 -15.214 0.847
S -1.849 -14.128 0.707
O -2.106 -13.254 -0.366
O -0.599 -14.799 0.769
O -2.156 -13.483 2.138
H -1.815 -14.653 3.780
H -3.521 -14.241 3.540
H -3.957 -16.117 2.305
H -2.260 -16.590 2.330
C -7.913 -12.790 -7.221
C -8.953 -13.924 -7.090
O -8.901 -14.254 -5.703
S -8.812 -12.892 -4.874
O -8.191 -13.200 -3.645
O -10.018 -12.145 -4.916
O -7.775 -12.239 -5.905
H -8.260 -12.001 -7.888
H -6.920 -13.088 -7.553
H -8.623 -14.745 -7.717
H -9.970 -13.603 -7.305
C -7.525 -8.102 6.009
C -7.658 -8.560 4.538
O -8.861 -9.345 4.483
S -9.323 -9.829 5.939
O -8.637 -10.977 6.401
O -10.733 -9.768 5.973
O -8.696 -8.560 6.678
H -7.419 -7.028 6.141
H -6.648 -8.566 6.457
H -6.784 -9.164 4.309
H -7.779 -7.741 3.835
C -5.149 -11.896 -4.590
C -4.093 -11.495 -5.618
O -3.032 -10.905 -4.870
S -2.883 -11.646 -3.457
O -2.758 -10.656 -2.454
O -1.920 -12.674 -3.581
O -4.380 -12.245 -3.428
H -5.560 -12.820 -4.997
H -5.904 -11.152 -4.354
H -4.409 -10.705 -6.297
H -3.761 -12.360 -6.194
C -6.344 -12.213 -1.113
C -5.825 -13.462 -0.417
O -5.401 -13.013 0.880
S -5.280 -11.425 1.027
O -3.924 -11.142 1.301
O -6.290 -10.868 1.844
O -5.636 -11.130 -0.508
H -7.394 -12.134 -0.825
H -6.216 -12.146 -2.181
H -4.994 -14.016 -0.852
H -6.639 -14.140 -0.170
C -1.679 -8.064 -0.633
C -3.199 -8.076 -0.485
O -3.693 -7.282 -1.579
S -2.557 -6.481 -2.365
O -2.775 -5.093 -2.213
O -2.401 -7.065 -3.643
O -1.355 -6.909 -1.414
H -1.184 -8.928 -1.073
H -1.215 -7.902 0.343
H -3.564 -7.606 0.419
H -3.547 -9.097 -0.632

---

Q: What are the energies relative to the best structure? A: i 770.3; ii 0.0, in kJ/mol.

---

i | # C23H20N4O7OsP2S

C23H20N4O7OsP2S as an isolated structure (ωB97M-V/def2-TZVPD, OMol25).

Summary:
Molecular weight in g mol⁻¹: 748.679
E_HOMO (spin up / spin down) in eV: -7.4 / -7.4
Net charge: 0
Frontier orbital gap (spin up / spin down) in eV: 5.665 / 5.666
Multiplicity: 1

Positions of all 58 atoms, in Å:
Os -0.020 0.333 -0.501
C -1.942 -2.039 3.955
C -1.048 -1.039 4.320
C -0.676 -0.073 3.403
C -1.199 -0.120 2.114
C -2.084 -1.117 1.739
C -2.458 -2.076 2.669
N -0.767 0.832 1.126
C -0.737 2.182 1.550
C -1.744 2.635 2.412
C -1.775 3.938 2.844
C -0.775 4.841 2.475
C 0.235 4.415 1.651
C 0.262 3.100 1.161
N 1.339 2.848 0.310
N 1.307 1.742 -0.266
C 2.233 1.409 -1.307
C 3.389 2.017 -1.718
C 3.992 1.444 -2.837
C 3.422 0.339 -3.452
C 2.247 -0.206 -2.944
N 1.676 0.337 -1.881
H -2.231 -2.793 4.675
H -0.630 -1.019 5.317
H 0.036 0.694 3.675
H -2.481 -1.144 0.736
H -3.152 -2.853 2.378
H -2.537 1.953 2.679
H -2.598 4.269 3.463
H -0.803 5.863 2.825
H 1.030 5.075 1.332
H 3.781 2.881 -1.205
H 4.907 1.867 -3.228
H 3.876 -0.105 -4.325
H 1.762 -1.071 -3.374
O -2.985 2.539 -2.944
P -2.437 2.157 -1.514
O -2.837 3.091 -0.463
O -0.938 1.809 -1.675
O -3.088 0.664 -1.242
P -2.553 -0.551 -2.151
O -3.511 -1.756 -1.758
O -2.592 -0.201 -3.583
O -1.202 -0.973 -1.522
H -2.853 1.781 -3.552
H -4.283 -1.787 -2.338
S 1.405 -1.166 0.737
C 1.668 -2.683 -0.139
C 2.960 -3.213 -0.119
C 3.243 -4.413 -0.749
C 2.246 -5.099 -1.431
C 0.962 -4.574 -1.457
C 0.667 -3.382 -0.810
H 3.744 -2.671 0.395
H 4.250 -4.809 -0.715
H 2.468 -6.032 -1.932
H 0.173 -5.100 -1.979
H -0.339 -2.991 -0.830

---

ii | # C23H20N4O7OsP2S

C23H20N4O7OsP2S as an isolated structure (ωB97M-V/def2-TZVPD, OMol25).

Summary:
Molecular weight in g mol⁻¹: 748.679
E_HOMO (spin up / spin down) in eV: -7.2 / -7.2
Net charge: 0
Frontier orbital gap (spin up / spin down) in eV: 4.891 / 4.908
Multiplicity: 1

Positions of all 58 atoms, in Å:
Os -0.025 0.268 -0.627
C -2.114 -2.129 3.751
C -1.445 -1.012 4.230
C -1.033 -0.016 3.372
C -1.280 -0.106 1.989
C -1.987 -1.226 1.523
C -2.397 -2.214 2.396
N -0.773 0.849 1.131
C -0.678 2.145 1.545
C -1.633 2.654 2.438
C -1.549 3.923 2.964
C -0.505 4.765 2.583
C 0.425 4.324 1.673
C 0.382 3.028 1.123
N 1.359 2.747 0.254
N 1.415 1.645 -0.405
C 2.191 1.436 -1.493
C 3.308 2.170 -1.917
C 3.934 1.770 -3.075
C 3.440 0.667 -3.779
C 2.335 -0.009 -3.291
N 1.732 0.354 -2.172
H -2.396 -2.926 4.422
H -1.228 -0.925 5.284
H -0.482 0.830 3.753
H -2.243 -1.310 0.480
H -2.941 -3.061 2.005
H -2.460 2.013 2.700
H -2.294 4.257 3.669
H -0.431 5.762 2.992
H 1.233 4.960 1.350
H 3.628 3.013 -1.331
H 4.796 2.308 -3.443
H 3.907 0.342 -4.693
H 1.921 -0.865 -3.810
O -3.111 2.433 -2.738
P -2.407 2.087 -1.374
O -2.657 3.031 -0.289
O -0.935 1.763 -1.697
O -3.024 0.602 -0.998
P -2.623 -0.578 -2.045
O -3.672 -1.711 -1.635
O -2.799 -0.125 -3.439
O -1.283 -1.138 -1.585
H -3.042 1.640 -3.306
H -4.482 -1.607 -2.128
S 1.439 -1.107 0.634
C 1.756 -2.671 -0.092
C 2.990 -3.277 0.154
C 3.230 -4.553 -0.316
C 2.247 -5.236 -1.017
C 1.028 -4.625 -1.273
C 0.779 -3.343 -0.820
H 3.739 -2.741 0.715
H 4.185 -5.022 -0.134
H 2.429 -6.242 -1.367
H 0.262 -5.147 -1.826
H -0.167 -2.862 -1.017

---

Q: What are the energies relative to the best structure? A: i 0.0; ii 108.0, in kJ/mol.

---

i | # C4H6NO2

An isolated ion of composition C4H6NO2 and charge +1 (ωB97M-V/def2-TZVPD, OMol25).

Summary:
Molecular weight in g mol⁻¹: 100.097
E_HOMO in eV: -15.6
Net charge: +1
Structure (SMILES): CO[n+]1ccco1
Frontier orbital gap in eV: 10.766
Multiplicity: 1

Positions of all 13 atoms, in Å:
C -1.043 -1.370 1.450
C -1.104 -0.687 0.262
C -0.326 -0.642 2.356
C 0.598 1.069 -1.573
N -0.352 0.382 0.480
O 0.068 0.493 1.698
O 0.012 1.504 -0.431
H -1.648 -2.254 1.696
H -1.574 -0.842 -0.693
H -0.215 -0.679 3.451
H 0.956 2.044 -1.902
H 0.122 0.509 -2.422
H 1.443 0.493 -1.196

---

ii | # C4H6NO2

A 2-piece molecular cluster, C4H6NO2 overall (ωB97M-V/def2-TZVPD, OMol25).

Summary:
Molecular weight in g mol⁻¹: 100.097
E_HOMO in eV: -14.8
Net charge: +1
Frontier orbital gap in eV: 10.931
Multiplicity: 1

Positions of all 13 atoms, in Å:
C 0.483 0.377 -0.505
C 1.284 -0.248 0.133
C -3.125 -0.421 0.464
C 2.058 -1.200 0.876
N -0.190 1.356 -1.238
O -2.312 0.338 0.053
O -3.908 -1.111 0.908
H 1.585 -2.169 0.905
H 1.933 -0.852 1.939
H 3.198 -1.038 0.621
H -1.187 1.221 -0.957
H 0.082 1.430 -2.255
H 0.097 2.316 -0.946

---

Q: What are the energies relative to the best structure? A: i 300.3; ii 0.0, in kJ/mol.